No. 1
Density functional theory data (ωB97M-V with the def2-TZVPD basis set) for a 16-piece molecular cluster, C15H60F2NO19S2 overall.

For the energy above the lowest of the compared OMol25 structures with the same formula, charge and spin, the calculation gives 108.45 kJ/mol. As for the total charge: -1. As for the spin multiplicity: 1. As for the frontier orbital gap: 9.47 eV. For the molar mass, the calculation gives 660.8 u. As for the LUMO energy: 2.024 eV.

CARTESIAN COORDINATES (ANGSTROEM)
N 0.852 -1.805 -0.033
S 0.058 -0.742 -0.746
O 0.818 0.250 -1.490
O -1.260 -0.323 -0.278
F -0.315 -1.785 -1.925
S 1.007 -0.862 1.417
O -0.047 -1.071 2.367
O 1.565 0.518 1.362
F 2.169 -1.759 2.077
C -3.607 -2.371 -2.723
O -4.204 -1.151 -2.592
H -3.438 -2.748 -1.714
H -4.181 -3.110 -3.282
H -2.636 -2.264 -3.207
H -4.206 -0.800 -3.485
C -2.655 0.885 3.029
O -3.488 1.123 4.147
H -2.928 -0.129 2.736
H -2.805 1.561 2.188
H -1.613 0.907 3.348
H -2.925 1.367 4.885
C -1.207 -1.829 5.398
O -1.348 -2.576 4.175
H -1.738 -0.888 5.253
H -1.730 -2.362 6.192
H -0.161 -1.704 5.679
H -0.934 -2.080 3.465
C -4.422 1.571 -0.993
O -5.533 0.781 -1.388
H -3.758 1.003 -0.341
H -3.927 1.865 -1.919
H -4.802 2.433 -0.445
H -5.051 0.036 -1.754
C 2.604 1.050 -4.245
O 2.323 1.944 -5.278
H 3.682 0.964 -4.104
H 2.176 1.352 -3.289
H 2.152 0.071 -4.407
H 2.626 1.448 -6.042
C 3.215 -2.516 -2.567
O 2.996 -2.671 -1.206
H 4.170 -2.885 -2.940
H 2.553 -3.115 -3.192
H 2.990 -1.499 -2.891
H 2.192 -2.262 -0.879
C -1.108 2.787 0.543
O -1.570 3.983 1.182
H -0.344 3.064 -0.183
H -0.549 2.123 1.203
H -1.933 2.274 0.047
H -1.045 4.277 1.930
C 2.283 0.056 5.286
O 2.659 -0.994 6.138
H 1.224 0.282 5.406
H 2.834 0.984 5.438
H 2.421 -0.253 4.249
H 2.230 -0.907 6.993
C 1.553 3.879 3.180
O 0.190 4.396 3.265
H 2.248 4.713 3.091
H 1.758 3.305 4.084
H 1.699 3.192 2.346
H 0.073 4.942 4.046
C -0.405 -1.673 -5.167
O -1.207 -0.860 -6.036
H 0.370 -2.195 -5.726
H 0.048 -1.029 -4.414
H -1.028 -2.476 -4.772
H -2.046 -0.661 -5.614
C -0.908 -4.261 1.074
O 0.093 -4.228 0.111
H -1.779 -3.719 0.707
H -1.332 -5.222 1.363
H -0.652 -3.905 2.072
H 0.434 -3.332 0.058
C 2.592 3.412 -0.566
O 3.448 3.379 -1.655
H 3.250 3.449 0.302
H 1.922 4.272 -0.541
H 1.957 2.532 -0.463
H 2.939 3.661 -2.418
C -1.901 -5.297 -2.359
O -0.786 -5.894 -1.780
H -2.308 -5.850 -3.205
H -2.681 -5.268 -1.598
H -1.687 -4.285 -2.701
H -0.394 -5.245 -1.191
C 4.597 2.180 2.746
O 4.612 2.243 4.118
H 5.128 3.041 2.342
H 5.132 1.264 2.495
H 3.586 2.134 2.340
H 5.511 1.995 4.350
C -0.825 2.362 -3.485
O -1.822 3.415 -3.722
H 0.018 2.763 -2.923
H -1.321 1.508 -3.023
H -0.438 2.003 -4.439
H -1.972 3.865 -2.887

=====

No. 2
Density functional theory data (ωB97M-V with the def2-TZVPD basis set) for C40H39BLuN12S3 as an isolated structure.

For the energy above the lowest of the compared OMol25 structures with the same formula, charge and spin, the calculation gives 0.00 kJ/mol. As for the total charge: +1. As for the spin multiplicity: 1. As for the frontier orbital gap: 7.41 eV. For the molar mass, the calculation gives 969.8 u. As for the LUMO energy: -2.830 eV.

CARTESIAN COORDINATES (ANGSTROEM)
Lu 0.586 -2.163 0.113
N 3.152 1.651 0.974
C 2.458 0.474 1.029
S 2.773 -0.644 -0.264
N 1.640 0.378 2.044
N 0.968 -0.809 2.146
C 0.038 -0.842 3.039
C -0.508 0.323 3.786
C -1.899 0.435 3.848
C -2.499 1.534 4.440
C -1.713 2.529 5.007
C -0.330 2.409 4.986
C 0.274 1.318 4.374
C -0.545 -2.187 3.308
C -1.023 -2.507 4.570
C -1.472 -3.795 4.809
C -1.438 -4.717 3.779
C -0.944 -4.315 2.551
N -0.508 -3.077 2.313
H 3.956 1.683 0.372
H 3.183 2.191 1.824
H -2.519 -0.337 3.403
H -3.580 1.613 4.460
H -2.177 3.390 5.470
H 0.287 3.171 5.446
H 1.349 1.234 4.353
H -1.027 -1.755 5.348
H -1.838 -4.073 5.789
H -1.779 -5.735 3.914
H -0.898 -5.009 1.723
C -3.668 -3.425 0.092
C -2.746 -2.381 0.071
N -1.562 -2.809 -0.371
N -1.708 -4.130 -0.649
C -2.962 -4.517 -0.379
B -0.566 -4.992 -1.266
N 0.176 -4.167 -2.336
C 0.214 -4.364 -3.662
C 1.163 -3.519 -4.205
C 1.672 -2.823 -3.110
N 1.071 -3.206 -1.985
N 0.477 -5.385 -0.183
C 0.863 -6.621 0.176
C 1.869 -6.513 1.117
C 2.052 -5.138 1.268
N 1.213 -4.465 0.490
H -4.706 -3.382 0.380
H -2.880 -1.344 0.338
H -3.273 -5.535 -0.563
H -1.044 -5.988 -1.738
H -0.425 -5.100 -4.126
H 1.448 -3.424 -5.240
H 2.427 -2.051 -3.081
H 0.401 -7.490 -0.266
H 2.401 -7.311 1.607
H 2.743 -4.608 1.906
S -1.022 0.597 0.410
C -0.314 1.615 -0.685
N 0.171 2.802 -0.368
C 0.710 3.689 -1.399
C -0.110 3.554 -2.647
N -0.125 2.144 -3.049
C -0.064 1.886 -4.491
C 1.317 2.182 -5.022
C 1.496 3.020 -6.113
C 2.773 3.276 -6.601
C 3.877 2.698 -5.991
C 3.703 1.863 -4.892
C 2.430 1.603 -4.410
C -0.197 1.174 -2.145
S -0.141 -0.442 -2.490
C 0.306 3.269 1.024
C -0.749 4.281 1.387
C -2.044 3.865 1.699
C -3.018 4.800 2.014
C -2.709 6.157 2.026
C -1.421 6.575 1.727
C -0.445 5.637 1.410
H 1.754 3.431 -1.596
H 0.663 4.710 -1.027
H 0.353 4.124 -3.449
H -1.127 3.921 -2.496
H -0.810 2.516 -4.978
H -0.332 0.848 -4.656
H 0.634 3.476 -6.590
H 2.903 3.930 -7.453
H 4.871 2.898 -6.370
H 4.563 1.408 -4.415
H 2.295 0.944 -3.555
H 1.299 3.715 1.099
H 0.268 2.398 1.674
H -2.277 2.806 1.703
H -4.022 4.471 2.257
H -3.470 6.886 2.275
H -1.171 7.628 1.746
H 0.567 5.967 1.195

=====

No. 3
Density functional theory data (ωB97M-V with the def2-TZVPD basis set) for C24H36FO18Pt as an isolated structure.

The expectation value of S² is 2.029. As for the total charge: +1. As for the spin multiplicity: 3. As for the frontier orbital gap (spin up / spin down): 5.12 / 4.94 eV. For the molar mass, the calculation gives 826.6 u. As for the LUMO energy (spin up / spin down): -6.758 / -6.929 eV.

CARTESIAN COORDINATES (ANGSTROEM)
Pt -26.688 11.417 7.803
F -23.714 12.070 9.500
C -27.873 5.226 15.973
C -28.735 6.039 15.083
C -29.481 7.239 15.742
O -29.288 8.269 14.774
C -28.424 7.882 13.829
O -28.151 8.504 12.775
O -27.835 6.821 14.248
H -27.155 5.868 16.483
H -27.386 4.597 15.228
H -28.235 4.570 16.764
H -29.534 5.440 14.646
H -28.806 7.558 16.537
H -30.520 7.076 16.028
C -21.808 7.722 -0.213
C -21.701 8.948 0.677
C -22.284 10.206 0.168
O -23.291 10.433 1.041
C -23.195 9.659 2.133
O -23.758 9.866 3.240
O -22.225 8.758 1.975
H -21.736 8.058 -1.247
H -22.839 7.369 -0.176
H -21.082 6.968 0.091
H -20.650 9.236 0.659
H -22.545 10.139 -0.888
H -21.634 11.074 0.280
C -29.381 9.509 -0.003
C -30.552 9.777 0.934
C -31.210 8.551 1.583
O -31.393 8.959 2.917
C -30.600 9.969 3.136
O -30.166 10.269 4.292
O -29.983 10.366 2.087
H -28.594 8.910 0.455
H -29.093 10.500 -0.353
H -29.665 8.937 -0.887
H -31.394 10.230 0.411
H -30.403 7.819 1.585
H -32.032 8.065 1.057
C -29.218 20.170 11.613
C -29.714 18.749 11.802
C -30.829 18.298 10.953
O -30.208 17.228 10.223
C -29.096 16.844 10.851
O -28.447 15.911 10.573
O -28.745 17.770 11.742
H -28.499 20.535 12.347
H -29.989 20.891 11.884
H -28.855 20.437 10.621
H -30.123 18.844 12.808
H -31.080 19.081 10.237
H -31.611 17.972 11.640
C -27.987 19.478 2.579
C -28.375 18.024 2.053
C -27.397 17.376 1.264
O -26.830 16.455 2.132
C -27.477 16.339 3.245
O -27.156 15.661 4.298
O -28.549 17.103 3.122
H -28.476 19.950 3.431
H -27.933 20.158 1.730
H -27.001 19.381 3.033
H -29.268 18.151 1.440
H -26.715 18.169 0.956
H -27.869 17.076 0.329
C -24.615 1.890 9.494
C -24.108 3.022 8.556
C -24.523 2.822 7.167
O -25.417 3.804 6.860
C -25.342 4.671 7.858
O -25.768 5.867 7.908
O -24.873 4.160 8.970
H -24.600 2.177 10.545
H -24.160 0.923 9.278
H -25.665 1.814 9.211
H -23.036 3.203 8.637
H -24.930 1.812 7.115
H -23.645 3.022 6.553

=====

No. 4
Density functional theory data (ωB97M-V with the def2-TZVPD basis set) for one molecule with the formula C7H14.

For the energy above the lowest of the compared OMol25 structures with the same formula, charge and spin, the calculation gives 349.29 kJ/mol. As for the spin multiplicity: 1. As for the frontier orbital gap: 8.51 eV. For the molar mass, the calculation gives 98.2 u. As for the LUMO energy: 0.556 eV.

CARTESIAN COORDINATES (ANGSTROEM)
C 1.306 -0.450 0.954
C 0.516 -0.651 -0.349
C -0.609 -1.633 -0.417
C -1.107 -2.122 0.883
C -0.160 0.646 -0.914
C -1.223 1.228 0.024
C 0.867 1.715 -1.286
H 2.175 0.198 0.792
H 1.685 -1.410 1.325
H 0.708 -0.005 1.757
H 1.226 -0.943 -1.138
H -0.666 0.329 -1.833
H -0.540 -3.073 0.935
H -2.160 -2.419 0.846
H -0.887 -1.562 1.805
H -1.694 2.102 -0.440
H -0.787 1.558 0.974
H -2.018 0.507 0.248
H 1.655 1.306 -1.930
H 0.373 2.526 -1.833
H 1.340 2.154 -0.400

=====

No. 5
Density functional theory data (ωB97M-V with the def2-TZVPD basis set) for C2H3Cl2PS as an isolated structure.

For the energy above the lowest of the compared OMol25 structures with the same formula, charge and spin, the calculation gives 329.00 kJ/mol. As for the spin multiplicity: 1. As for the frontier orbital gap (spin up / spin down): 7.08 / 7.08 eV. For the molar mass, the calculation gives 161.0 u. As for the LUMO energy (spin up / spin down): -1.828 / -1.826 eV.

CARTESIAN COORDINATES (ANGSTROEM)
C -1.491 0.346 -0.235
C -0.672 -0.505 0.340
P 1.116 -0.127 0.097
S 1.795 2.610 0.314
Cl 2.017 -1.559 1.177
Cl 1.451 -0.766 -1.773
H -2.464 0.228 0.044
H -0.991 1.070 -1.017
H -0.761 -1.297 1.054

=====

No. 6
Density functional theory data (ωB97M-V with the def2-TZVPD basis set) for a 11-piece molecular cluster, C24H70O11 overall.

For the energy above the lowest of the compared OMol25 structures with the same formula, charge and spin, the calculation gives 0.00 kJ/mol. As for the spin multiplicity: 1. As for the frontier orbital gap: 10.41 eV. As for the SMILES: CC(C)O.CC(C)O.CC(C)O.CC(C)O.CC(C)O.CC(C)O.CC(C)O.CC(C)O.O.O.O. For the molar mass, the calculation gives 534.8 u. As for the LUMO energy: 0.397 eV.

CARTESIAN COORDINATES (ANGSTROEM)
O -1.582 2.026 4.419
H -2.027 1.222 4.701
H -1.084 1.758 3.636
O 1.776 -2.826 3.382
H 1.424 -3.679 3.655
H 1.355 -2.656 2.530
O -1.899 -1.261 -3.194
H -2.240 -1.593 -2.341
H -1.624 -2.051 -3.670
C -5.650 -2.280 -0.983
C -4.348 -3.044 -0.801
C -4.097 -3.967 -1.966
O -3.279 -2.089 -0.833
H -5.693 -1.494 -0.226
H -6.496 -2.937 -0.747
H -5.762 -1.878 -1.985
H -4.289 -3.537 0.171
H -5.037 -4.406 -2.300
H -3.453 -4.819 -1.713
H -3.565 -3.455 -2.766
H -3.435 -1.320 -0.255
C 2.973 5.864 2.172
C 1.748 5.166 2.719
C 1.754 3.693 2.332
O 1.721 5.303 4.148
H 2.816 5.968 1.091
H 3.857 5.233 2.264
H 3.137 6.870 2.549
H 0.869 5.700 2.342
H 2.168 3.092 3.141
H 2.325 3.429 1.442
H 0.726 3.350 2.174
H 0.815 5.165 4.441
C -5.607 1.748 1.221
C -4.172 1.653 0.726
C -3.269 2.522 1.569
O -3.773 0.277 0.828
H -5.952 2.768 1.037
H -5.672 1.521 2.283
H -6.240 1.079 0.638
H -4.211 1.919 -0.337
H -2.211 2.444 1.326
H -3.345 2.299 2.631
H -3.521 3.574 1.397
H -2.847 0.160 1.113
C 0.787 -3.782 -5.270
C 1.129 -3.674 -3.793
C 1.560 -2.280 -3.393
O -0.025 -3.993 -2.995
H 1.608 -3.397 -5.876
H -0.100 -3.211 -5.552
H 0.601 -4.837 -5.482
H 1.928 -4.396 -3.587
H 2.480 -2.049 -3.941
H 1.782 -2.161 -2.333
H 0.805 -1.549 -3.685
H -0.555 -4.699 -3.378
C 0.041 -5.465 0.208
C -0.777 -4.182 0.290
C -1.533 -4.062 1.581
O 0.128 -3.080 0.149
H 0.796 -5.431 -0.583
H -0.572 -6.298 -0.167
H 0.501 -5.754 1.153
H -1.458 -4.196 -0.566
H -0.844 -3.972 2.426
H -2.092 -4.979 1.773
H -2.213 -3.210 1.564
H 0.503 -3.152 -0.738
C 1.525 0.039 0.750
C 0.076 0.477 0.655
C -0.386 0.396 -0.793
O -0.752 -0.352 1.494
H 2.179 0.333 -0.074
H 1.628 -1.041 0.872
H 2.008 0.459 1.642
H -0.077 1.479 1.044
H -1.451 0.645 -0.876
H -0.356 -0.595 -1.251
H 0.221 1.072 -1.386
H -0.667 -1.280 1.226
C 2.552 2.142 -3.981
C 1.361 2.988 -4.360
C 0.291 2.994 -3.277
O 1.851 4.312 -4.633
H 2.234 1.206 -3.501
H 3.118 2.607 -3.167
H 3.195 1.915 -4.826
H 0.962 2.598 -5.306
H -0.156 2.000 -3.228
H -0.498 3.723 -3.443
H 0.829 3.121 -2.331
H 1.220 4.970 -4.332
C 4.971 2.160 2.131
C 5.075 1.241 3.338
C 5.757 1.882 4.522
O 3.736 0.832 3.694
H 4.886 3.192 2.477
H 4.108 1.907 1.522
H 5.855 2.077 1.493
H 5.671 0.356 3.091
H 5.271 2.807 4.854
H 6.780 2.171 4.254
H 5.864 1.229 5.390
H 3.552 1.234 4.548

=====

No. 7
Density functional theory data (ωB97M-V with the def2-TZVPD basis set) for C14H38BrMnN2O6 as an isolated structure.

The expectation value of S² is 8.753. As for the total charge: +1. As for the spin multiplicity: 6. As for the frontier orbital gap (spin up / spin down): 9.06 / 8.53 eV. For the molar mass, the calculation gives 465.3 u. As for the LUMO energy (spin up / spin down): -2.889 / -3.433 eV.

CARTESIAN COORDINATES (ANGSTROEM)
Mn -18.506 22.757 26.491
Br -19.896 23.974 28.284
C -20.601 17.322 27.844
O -19.437 17.922 28.420
C -19.667 19.159 29.049
C -19.887 20.301 28.048
N -18.595 20.699 27.368
C -18.289 19.727 26.263
C -17.263 20.228 25.234
O -17.622 21.524 24.768
C -16.761 22.000 23.717
H -20.452 16.284 27.557
H -20.755 17.870 26.906
H -21.428 17.396 28.551
H -18.785 19.358 29.664
H -20.515 19.070 29.738
H -20.137 21.188 28.637
H -20.686 20.139 27.331
H -17.917 20.354 28.047
H -19.178 19.434 25.702
H -17.917 18.795 26.689
H -17.230 19.492 24.427
H -16.273 20.298 25.698
H -16.868 21.298 22.888
H -15.708 22.037 23.998
H -17.139 22.974 23.431
C -17.963 25.530 24.643
O -18.617 24.280 24.883
C -19.899 24.186 24.223
C -20.244 22.723 23.982
N -20.374 21.981 25.266
C -21.720 22.310 25.841
C -22.717 21.316 25.284
O -22.260 19.986 25.525
C -23.229 19.019 25.161
H -16.899 25.445 24.854
H -18.477 26.340 25.156
H -17.961 25.745 23.569
H -19.800 24.724 23.280
H -20.625 24.673 24.880
H -19.483 22.270 23.358
H -21.196 22.777 23.444
H -20.462 21.011 24.971
H -22.034 23.323 25.601
H -21.786 22.219 26.923
H -22.940 21.448 24.220
H -23.667 21.403 25.822
H -23.720 19.326 24.234
H -23.946 18.816 25.956
H -22.732 18.080 24.914
C -21.360 22.796 31.553
O -22.063 22.588 30.336
H -22.100 22.938 32.343
H -20.830 21.888 31.863
H -20.690 23.655 31.583
H -21.456 22.873 29.634
C -19.554 27.844 27.827
O -20.484 27.526 28.845
H -19.684 27.202 26.950
H -19.839 28.853 27.525
H -18.514 27.863 28.157
H -20.530 26.572 28.968

=====

No. 8
Density functional theory data (ωB97M-V with the def2-TZVPD basis set) for an isolated ion of composition C4H5N2 and charge +1.

For the energy above the lowest of the compared OMol25 structures with the same formula, charge and spin, the calculation gives 425.37 kJ/mol. As for the total charge: +1. As for the spin multiplicity: 1. As for the frontier orbital gap: 8.85 eV. As for the SMILES: [H]/N=C/C1=[N+]2C[C@@H]12. For the molar mass, the calculation gives 81.1 u. As for the LUMO energy: -7.065 eV.

CARTESIAN COORDINATES (ANGSTROEM)
C -0.381 -0.024 -0.167
C -1.712 0.206 -0.492
C 1.638 0.636 0.458
C 0.787 -0.594 0.321
N -2.593 0.148 0.383
N 0.852 0.592 -0.709
H -1.629 0.512 -1.502
H 1.394 1.434 1.303
H 2.665 0.751 0.242
H 1.169 -1.529 0.041
H -3.592 0.524 0.212